1.
C4H12NO3 | ωB97M-V/def2-TZVPD

energy above the lowest of the compared OMol25 structures with the same formula, charge and spin: 1.492 eV
Kohn-Sham gap: 0.4170 Eh
E_tot: -439.81971 a.u.
spin multiplicity: 1
HOMO: -0.541 Ha
lowest unoccupied orbital energy: -3.38 eV
net charge: +1

Positions of all 20 atoms, in Å:
O1 -1.98514 -0.29886 1.95774
C1 -1.40771 0.71608 1.69400
C2 -0.16866 0.62651 0.79864
C3 0.27526 1.68859 -0.17890
C4 1.70545 1.45767 -0.68589
O2 1.59803 0.42374 -1.65913
N1 -0.22655 -0.69330 0.06173
H1 -1.56919 1.75053 2.03951
H2 0.64182 0.49022 1.50952
H3 0.25873 2.71610 0.15267
H4 -0.31275 1.60218 -1.09509
H5 2.40055 1.24535 0.13076
H6 1.97054 2.37107 -1.22206
H7 2.29532 0.31864 -2.30926
H8 0.42134 -1.36364 0.46913
H9 -1.10740 -1.16538 0.30180
H10 0.13312 -0.57042 -0.89419
H11 0.39210 -3.61079 -1.43370
H12 -1.11034 -3.39141 -1.06068
O3 -0.27002 -2.94912 -1.22055

***

2.
C7H16BrNO2Si | ωB97M-V/def2-TZVPD

energy above the lowest of the compared OMol25 structures with the same formula, charge and spin: 0.000 eV
Kohn-Sham gap: 0.3330 Eh
E_tot: -3344.94167 a.u.
spin multiplicity: 1
SMILES string: C[C@]1(Br)CCON1O[Si](C)(C)C
HOMO: -0.309 Ha
lowest unoccupied orbital energy: 0.65 eV
net charge: 0

Positions of all 28 atoms, in Å:
C1 2.18275 -0.53560 -1.54364
C2 1.57361 -1.86017 -1.02474
C3 2.08553 0.43959 -0.39041
C4 1.60827 1.87382 -0.67728
C5 -1.77118 0.02769 -1.06664
C6 -1.83230 -1.59972 1.85063
C7 -2.20623 1.60418 1.59954
N1 1.13589 -0.44329 0.77923
O1 0.65924 -1.48891 -0.05899
O2 0.01436 0.28135 1.17076
Si1 -1.66411 -0.00752 0.79979
Br1 3.69040 0.42429 0.60576
H1 3.19031 -0.61782 -1.86281
H2 1.51273 -0.19123 -2.31054
H3 0.88758 -2.29308 -1.79970
H4 2.46645 -2.35576 -0.58679
H5 2.04056 2.63712 0.06262
H6 0.54033 1.95810 -0.57421
H7 1.91504 2.13384 -1.66377
H8 -1.22823 -0.81926 -1.51950
H9 -2.76052 -0.15303 -1.65823
H10 -1.58514 0.98661 -1.59674
H11 -0.81009 -1.70301 2.11900
H12 -2.63703 -1.44861 2.53495
H13 -2.09368 -2.49250 1.33298
H14 -2.53905 2.33579 0.86117
H15 -2.97961 1.26344 2.29577
H16 -1.39590 2.04368 2.32180

***

Question: What is the Kohn-Sham gap in the first record?
Answer: 0.4170 Eh

***

Question: Among the records above, which one has the highest lowest unoccupied orbital energy?
Answer: C7H16BrNO2Si